ORCA calculation (the ωB97M-V functional and the def2-TZVPD basis) on one molecule with the formula C2H4N4O.

Calculated values
Relative energy (zero: lowest compared OMol25 entry of this formula, charge and spin) ... 505.91 kJ/mol
HOMO level ... -8.64 eV
Orbital gap ... 9.34 eV

Positions of all 11 atoms, in Å:
N (-0.913, -1.614, -1.397)
C (-0.253, -0.449, -1.279)
N (-0.417, 0.812, -0.706)
N (-0.098, 0.847, 0.695)
C (1.113, 0.617, 1.182)
O (1.097, 1.053, 2.462)
N (0.767, 0.232, -1.541)
H (-1.917, -1.562, -1.299)
H (-0.580, -2.250, -2.109)
H (-0.784, 1.412, 1.191)
H (1.986, 0.902, 2.803)



ORCA calculation (the ωB97M-V functional and the def2-TZVPD basis) on C2H4N4O2 as an isolated structure.

Calculated values
Relative energy (zero: lowest compared OMol25 entry of this formula, charge and spin) ... 1094.17 kJ/mol
HOMO level ... -10.11 eV
Orbital gap ... 9.80 eV

Positions of all 12 atoms, in Å:
C (0.045, -0.679, -0.106)
C (-1.559, 0.804, 0.067)
H (2.916, 0.268, -0.669)
H (2.909, -1.179, 0.964)
H (-1.901, 1.908, 0.261)
H (1.516, 1.510, 0.419)
N (2.327, -0.076, 0.273)
N (1.280, -1.221, -0.421)
N (-2.062, -0.332, -0.194)
N (-0.260, 0.697, 0.636)
O (-1.163, -1.414, 0.096)
O (0.493, 1.822, -0.446)



ORCA calculation (the ωB97M-V functional and the def2-TZVPD basis) on one molecule with the formula C2H4N4O3.

Calculated values
Relative energy (zero: lowest compared OMol25 entry of this formula, charge and spin) ... 10.04 kJ/mol
HOMO level ... -10.26 eV
Orbital gap ... 9.86 eV

Positions of all 13 atoms, in Å:
O (2.584, -0.034, 1.204)
C (1.567, 0.005, 0.574)
N (1.288, 0.421, -0.697)
N (-0.155, 0.277, -0.961)
C (-0.794, 0.124, 0.311)
N (-1.356, 1.316, 0.991)
O (-2.000, 2.060, 0.278)
O (-1.171, 1.401, 2.206)
N (0.351, -0.552, 1.068)
H (1.870, 1.204, -0.970)
H (-0.347, -0.498, -1.577)
H (-1.575, -0.498, 0.242)
H (0.201, -0.740, 2.013)